1.
185
Properties=species:S:1:pos:R:3:forces:R:3 method="wB97M-V/def2-TZVPD" homo_lumo_gap_ev=10.70 e_homo_ev=-10.33 total_energy_ev=-217801.154 multiplicity=1 smiles="COP(=O)(OC)OC.COP(=O)(OC)OC.COP(=O)(OC)OC.COP(=O)(OC)OC.COP(=O)(OC)OC.COP(=O)(OC)OC.COP(=O)(OC)OC.COP(=O)(OC)OC.COP(=O)(OC)OC.COP(=O)(OC)OC.CCOC(=O)OC" max_force_ev_per_a=2.3
C 2.944 4.840 3.149 0.950 0.573 -0.847
C -1.251 4.413 2.417 0.477 0.258 0.318
O -5.022 0.863 -4.280 0.540 -0.016 0.486
H 5.660 -0.043 -1.907 -0.517 -0.196 0.067
O 0.208 6.970 3.707 0.118 -0.574 -0.200
O 4.915 4.724 -1.139 0.149 -0.397 -0.819
C 5.170 1.891 -0.205 -0.283 -0.076 1.757
H 1.961 0.223 -1.419 0.038 -0.103 -0.067
O 1.626 6.891 1.530 -0.717 -0.045 0.079
O -4.032 -1.392 -3.577 -0.310 0.879 0.483
O -4.766 -4.486 -5.162 -0.058 -0.412 0.393
H -1.958 -1.522 -3.913 -0.291 -0.072 0.448
H -4.864 -6.637 -6.684 0.125 0.120 0.244
H -0.382 8.854 0.312 -0.055 0.143 -0.155
H 0.514 -2.682 4.513 0.149 0.071 0.131
O -0.469 7.713 -3.678 0.011 0.518 0.707
H 3.472 5.817 -3.152 0.095 -0.187 0.020
O 0.315 -3.805 1.197 0.074 -0.596 -0.502
P 5.258 2.126 4.536 -0.018 0.056 -0.252
H -6.513 -7.105 -6.274 -0.049 0.003 0.276
P -4.276 -5.715 -4.252 0.436 0.393 -0.394
H -5.940 0.096 -5.938 -0.125 -0.419 0.284
H -5.000 -3.546 -1.974 0.161 0.009 0.036
H -2.245 5.457 -0.823 0.264 0.137 0.000
C -2.082 -5.901 1.289 -1.442 0.292 0.811
H 5.360 -1.405 5.209 -0.385 -0.217 0.189
H -7.885 -2.526 3.738 -0.005 -0.265 -0.425
H -1.359 8.258 4.072 -0.086 -0.118 -0.172
H 1.300 9.240 0.256 0.054 0.152 -0.241
H -3.710 -4.419 -1.206 -0.084 -0.553 -0.159
H -3.177 9.597 -3.434 -0.158 -0.290 0.294
H -3.438 -3.603 -2.719 0.024 -0.699 -0.729
O -4.740 -5.373 -2.772 0.324 -0.776 -0.842
H 5.988 2.580 0.015 -0.012 0.259 -0.973
C 7.331 2.199 2.967 0.333 0.623 0.204
H -0.734 4.056 3.308 -0.136 0.151 0.084
H 2.596 0.764 3.278 0.023 0.172 0.157
C 0.358 9.421 -0.263 -0.149 -0.588 1.098
H -6.181 -2.160 3.923 0.172 -0.154 -0.146
H 0.089 10.478 -0.238 0.068 -0.058 -0.384
C 4.874 2.279 -4.210 -0.331 -0.008 -0.308
H -0.326 -5.091 -3.071 0.361 0.267 0.269
H 1.052 3.141 1.029 -0.302 -0.221 0.077
O -2.827 -5.919 -4.430 -0.889 -0.048 -0.038
O 1.410 -5.712 -0.214 0.359 -0.213 0.193
P -4.734 -0.078 -3.012 -0.248 0.900 -0.064
O 1.519 4.948 3.221 -0.699 0.054 -0.250
H 3.784 -0.426 2.810 0.403 0.133 -0.066
H 3.643 -5.600 4.010 -0.090 -0.086 -0.208
O -0.737 6.711 -1.340 0.498 0.686 0.015
H 0.270 -0.180 -1.572 0.040 -0.411 -0.539
H 6.880 2.030 6.749 -0.320 0.065 -0.034
H -1.027 4.654 -1.736 0.521 0.396 -0.356
H -1.190 -1.137 1.516 0.044 0.132 0.114
O 3.004 -0.326 -4.163 0.151 -0.066 0.268
H 3.277 3.856 2.823 -0.538 -0.280 0.320
C -4.159 -4.217 -2.181 -0.671 1.614 1.513
C -0.540 1.199 0.696 -0.144 -0.730 -0.451
O -0.579 -4.456 -1.079 0.213 -0.068 0.264
H -0.303 -6.380 -1.836 0.088 -0.035 -0.127
C 5.652 -2.430 4.978 0.565 1.005 -0.167
H -0.530 8.479 2.470 -0.331 -0.123 0.051
H -4.787 2.411 -2.110 -0.068 -0.428 -0.114
H -5.172 -8.275 -6.098 -0.163 0.035 -0.268
O -0.511 5.478 1.786 0.664 -0.011 -0.017
O -0.782 -6.135 0.803 1.075 -0.069 -0.456
O 2.409 -4.378 5.116 0.194 0.643 0.879
O -6.617 -4.103 3.154 0.646 0.172 -0.398
H -3.103 2.744 -2.225 0.371 -0.365 0.094
H 4.717 2.814 -5.149 0.110 0.158 0.112
H 3.619 -4.760 -3.140 0.346 0.475 0.482
P 4.396 3.634 -1.977 0.268 0.026 0.438
C -6.915 -2.962 3.968 -0.304 -0.257 0.819
O 2.953 3.859 -2.596 0.086 -0.550 0.354
C 1.256 -0.615 -1.404 -0.028 1.083 0.758
H 7.775 0.650 6.076 0.070 0.276 0.048
O -2.044 8.766 -1.891 0.315 -0.400 0.207
H 3.415 5.094 4.093 -0.252 -0.124 0.166
C 0.890 2.929 -0.027 1.242 0.442 -0.108
H -1.586 10.220 -3.330 0.185 -0.107 0.233
O -4.110 -3.855 3.565 -0.707 -0.088 -0.409
H 0.761 -1.056 3.870 0.133 0.077 -0.025
H -2.836 -6.597 0.914 0.532 -0.171 -0.592
O 1.615 -1.616 -2.354 0.448 -0.091 -0.374
H -2.987 -1.935 -5.254 -0.247 -0.014 0.063
H 6.282 -2.314 4.094 0.031 -0.445 0.001
H 0.720 3.869 -0.549 -0.560 -0.111 0.038
O -4.948 -5.699 2.170 -0.175 0.598 0.758
H -2.761 10.726 -2.138 -0.014 -0.308 0.469
O 4.389 2.950 5.367 0.438 -0.058 0.198
O -0.127 1.130 1.815 0.430 0.279 0.812
O 2.982 -2.092 6.314 -0.168 -0.426 0.115
H 3.930 1.797 -3.955 0.235 -0.179 0.109
O -0.141 1.984 -0.291 0.078 0.966 -0.139
C -5.995 -6.451 1.565 -0.845 0.131 -1.159
C 2.695 -5.130 0.028 0.749 -0.047 0.700
O 5.953 0.856 5.227 -0.526 0.412 -0.160
H -2.222 4.835 2.664 -0.139 -0.375 -0.020
C -2.394 -1.687 -0.185 0.231 -0.612 -0.581
C -6.176 -4.126 -5.236 1.161 -0.109 -0.465
O -5.958 -0.276 -2.234 0.410 -0.590 -0.002
C 2.604 -5.272 4.011 -0.163 0.416 0.048
H 2.594 -4.091 0.339 0.070 0.081 -0.207
H 7.103 1.138 2.921 -0.179 0.011 -0.149
H 0.242 9.006 3.936 -0.047 -0.088 0.105
P 0.131 -4.936 0.269 -1.536 0.577 -0.053
H -6.254 -3.103 -4.875 -0.249 -0.107 0.235
H -6.381 -4.148 -6.306 -0.441 -0.013 0.119
C -0.745 -5.430 -2.125 -0.394 -0.513 -0.475
O 4.060 -1.419 -2.026 -0.648 0.350 0.377
H -6.972 -3.363 4.981 0.097 0.355 0.108
C -3.808 2.020 -1.816 -0.602 1.009 0.325
H 1.920 -6.105 4.152 0.095 -0.032 0.110
H 4.680 1.866 0.777 -0.102 -0.392 -0.188
P 0.777 6.135 2.460 0.382 -0.021 0.467
C 2.725 5.046 -3.351 -0.405 0.958 -0.500
C -1.549 5.609 -1.664 -1.835 -0.682 0.885
H 2.325 -4.749 3.094 0.192 -0.128 -0.126
H -2.149 -6.055 2.369 0.466 0.236 -0.002
H 5.539 0.898 -0.446 0.015 0.210 0.066
H -6.923 -5.885 1.447 0.088 0.157 0.435
O 3.197 -2.856 -3.876 -0.529 0.966 0.515
H -1.540 -1.816 -0.855 -0.147 -0.149 -0.118
H 3.345 -5.238 -0.832 -0.371 0.097 -0.307
H -3.418 -2.190 4.629 -0.318 -0.392 0.156
O -5.259 -6.929 -4.612 0.252 1.024 0.393
H -3.865 -1.824 2.966 -0.430 -0.306 -0.096
H -5.736 -6.674 0.528 0.386 -0.286 0.172
H -6.774 -4.847 -4.685 -0.220 0.213 0.039
H -2.704 -0.253 -4.822 -0.544 0.166 0.207
H -2.230 5.755 -2.507 0.569 0.184 -0.342
H 2.103 -4.566 -3.848 -0.325 0.257 0.228
C 2.797 -4.043 -3.181 -0.275 -0.760 -1.204
H -3.259 -1.374 -0.765 0.069 0.424 0.075
H 3.219 -5.656 0.829 -0.367 -0.132 0.140
H -3.799 2.030 -0.726 0.302 -0.098 -0.039
H -2.835 -0.385 1.448 0.206 0.023 0.340
H -2.465 -4.901 1.068 0.257 0.046 -0.056
P -5.186 -4.141 2.425 -0.524 -0.322 -0.605
C 3.604 0.405 3.488 -0.373 -0.063 0.119
H -1.282 3.559 1.744 -0.319 0.227 -0.179
P -0.666 8.011 -2.249 -0.048 -0.409 -0.404
C -1.963 -0.712 0.879 -0.724 -0.155 -0.103
P 3.085 -2.923 5.119 -0.395 -0.677 -0.875
H 3.308 5.514 2.369 -0.006 0.113 0.196
O 5.315 3.188 -3.198 0.165 0.776 0.440
C -5.467 -7.231 -5.998 0.294 -0.672 -0.212
O 2.438 -2.271 3.810 0.735 -0.197 -0.096
O -3.542 0.710 -2.289 -0.467 -0.687 -0.861
H 7.237 2.707 2.011 -0.043 -0.297 -0.165
H -1.793 -5.606 -2.370 -0.027 0.180 0.464
H 5.624 -1.012 -3.341 -0.295 -0.007 0.001
H 1.828 2.566 -0.452 -0.065 -0.268 0.146
H -6.461 1.649 -5.522 0.040 0.237 0.538
H 0.632 -2.481 2.796 0.449 0.142 -0.082
C -2.411 9.864 -2.704 0.072 0.752 -1.299
H 2.675 4.838 -4.422 0.291 -0.259 0.120
C 5.389 -1.036 -2.270 1.425 0.185 -1.242
H 3.675 0.049 4.515 -0.203 -0.057 -0.026
C -6.192 0.699 -5.058 -0.075 0.048 -1.370
C -2.889 -1.247 -4.414 1.194 -0.424 -0.853
H 1.757 5.487 -3.103 0.035 -0.293 0.322
H -2.675 -2.677 0.172 0.200 0.095 0.485
H -6.230 -7.355 2.118 0.355 0.008 0.179
O 0.465 8.896 -1.579 -0.243 -0.256 -0.763
H 6.456 0.312 7.141 -0.313 0.323 0.145
C -3.457 -2.597 3.619 1.278 0.818 -0.265
O -1.466 0.424 0.163 -0.489 -0.144 -0.425
H -7.048 0.294 -4.526 0.161 -0.063 0.263
O 4.565 -3.287 4.667 -0.324 0.109 -0.081
C 6.788 1.013 6.378 0.701 -0.852 -0.178
O -5.141 -3.319 1.201 0.369 -0.103 0.793
H 1.245 -1.008 -0.384 0.165 -0.395 -0.175
C 1.026 -2.103 3.739 -1.028 -0.042 0.307
H -2.423 -2.728 3.292 -0.005 -0.123 0.037
O 4.181 2.285 -1.144 -0.255 0.305 -0.732
O 6.478 2.913 3.885 -0.374 -0.357 0.058
H 6.235 -2.804 5.818 -0.080 -0.257 -0.061
H 5.673 1.557 -4.366 -0.131 -0.129 0.095
H 2.317 -3.838 -2.234 0.137 -0.030 0.081
H 6.110 -1.750 -1.868 -0.419 -0.158 0.386
C -0.418 8.236 3.527 0.560 0.431 -0.160
H 8.359 2.317 3.310 -0.020 0.008 0.065
P 2.956 -1.415 -3.191 0.219 -1.310 -0.064
O 4.550 1.469 3.275 0.447 -0.208 0.047

---

2.
76
Properties=species:S:1:pos:R:3:forces:R:3 method="wB97M-V/def2-TZVPD" homo_lumo_gap_ev="7.05 / 5.81" e_homo_ev="-5.12 / -5.37" total_energy_ev=-247233.305 multiplicity=6 total_charge=-1 s2=8.7990 max_force_ev_per_a=0.9
C -0.508 -2.731 3.017 0.011 0.075 -0.079
Se 4.880 0.978 -1.568 0.076 0.155 0.017
C -1.593 -3.474 3.381 -0.070 -0.051 0.199
Fe 1.253 -1.126 -1.042 -0.769 -0.483 0.231
C -3.801 3.163 -2.973 0.080 -0.084 0.052
C -2.490 -3.959 2.385 -0.118 -0.080 0.018
C -2.238 -3.675 1.072 0.022 0.003 0.036
C -1.883 5.053 1.921 0.018 -0.025 -0.028
C -0.777 2.753 4.714 -0.058 0.024 -0.031
N -2.444 1.810 0.196 -0.283 0.625 0.003
H 0.475 4.424 -0.507 -0.093 0.030 0.039
C -1.410 4.597 3.139 -0.007 0.046 0.015
C 2.310 -5.502 -0.210 0.062 -0.033 0.060
H 3.791 3.295 -2.997 -0.008 0.019 0.008
C -2.172 2.784 1.173 -0.169 -0.099 -0.180
H 1.604 -1.730 -4.194 -0.020 0.016 0.057
H -1.412 1.079 -4.160 0.016 0.007 -0.031
C -3.643 -4.740 2.740 0.129 0.059 0.003
H 0.848 2.332 0.778 -0.055 -0.030 -0.038
C 2.086 4.001 -1.878 0.047 0.017 -0.080
C -1.119 -2.902 0.650 0.015 0.037 0.025
C -2.039 1.620 -3.466 0.036 0.069 0.011
H -1.082 5.303 3.893 -0.002 -0.013 0.005
H -2.913 -4.042 0.311 0.026 -0.002 -0.022
H -3.188 2.634 -4.970 0.003 -0.012 0.008
C -2.599 2.091 -1.171 -0.248 -0.062 0.642
S -0.957 -2.653 -1.012 0.100 0.039 -0.003
H -2.608 0.345 2.250 -0.024 -0.040 0.012
C 2.524 -3.963 -0.173 0.070 0.070 -0.341
C -3.599 2.955 -1.620 -0.072 0.148 -0.086
C 2.505 -2.097 -3.719 -0.057 0.070 -0.027
F 1.990 -5.973 1.006 -0.037 -0.050 0.030
C 4.725 -2.972 -2.388 -0.019 0.040 -0.066
C 3.277 2.019 -1.343 -0.134 -0.031 0.187
N 2.859 -1.488 -2.589 -0.013 -0.260 -0.030
C -1.345 3.231 3.401 0.003 -0.057 -0.002
H 5.583 -3.292 -1.815 0.002 -0.005 0.002
H -1.707 0.597 3.747 -0.024 -0.004 0.016
O -0.636 0.130 -0.484 0.535 0.081 0.043
C 4.333 -3.614 -3.555 0.020 -0.036 0.043
N 2.451 1.715 -0.355 0.137 0.142 0.013
C -0.705 0.499 -1.681 -0.158 0.141 -0.444
H 4.894 -4.466 -3.917 -0.002 0.003 -0.010
C -1.767 2.315 2.436 0.139 -0.095 0.043
C 3.217 -3.163 -4.240 0.048 -0.031 -0.011
H -2.589 4.517 -0.029 0.082 0.042 0.021
F 1.356 -5.901 -1.059 -0.022 0.008 0.003
O 0.132 0.093 -2.535 0.307 -0.122 0.209
H -0.844 0.364 2.228 -0.147 0.061 0.051
H 2.877 -3.652 -5.143 0.013 0.023 -0.006
N -2.020 -3.955 5.890 0.018 0.004 0.006
H 0.171 -2.373 3.780 0.001 0.023 -0.007
H -0.368 3.591 5.278 -0.008 0.006 0.014
H -1.937 6.117 1.723 -0.014 -0.002 0.004
C 1.272 3.752 -0.785 -0.085 -0.048 0.022
H -1.534 2.267 5.334 0.001 -0.007 -0.010
H 0.024 2.029 4.553 0.005 -0.007 0.024
Se 4.341 -0.913 -0.344 0.083 -0.438 -0.112
H 1.919 4.868 -2.506 0.014 0.022 0.029
C 3.953 -1.915 -1.954 -0.090 0.310 0.064
C -2.256 4.155 0.933 0.046 0.020 0.007
C 3.121 3.129 -2.163 -0.003 0.029 -0.051
H -1.868 0.982 0.312 0.038 -0.029 0.014
H -4.229 3.446 -0.890 -0.035 -0.053 -0.049
C -1.731 0.827 2.684 0.185 0.113 -0.038
C -0.224 -2.390 1.662 -0.080 -0.057 -0.010
O 1.788 -3.314 -0.959 0.128 0.013 0.118
N -4.565 -5.369 3.018 -0.009 0.013 -0.016
C -1.829 -3.749 4.775 -0.002 0.006 -0.152
O 3.425 -3.583 0.569 0.159 0.164 0.019
S 1.123 -1.396 1.409 0.102 -0.016 -0.019
F 3.453 -6.123 -0.587 -0.044 0.011 -0.016
C -3.023 2.486 -3.910 0.022 -0.011 0.065
H -4.584 3.837 -3.299 0.006 -0.011 0.000
C -1.808 1.423 -2.105 0.223 -0.195 -0.383
C 1.482 2.589 -0.063 -0.048 -0.205 -0.112